Record 1
47
Properties=species:S:1:pos:R:3:nbo_charge:R:1 method="wB97M-V/def2-TZVPD" homo_lumo_gap_ev=8.0 e_lumo_ev=-0.3 smiles="COc1cccc(OCc2nnc3n2N=C(c2ccccc2)[C@H](CC(=O)O)S3)c1" spin_multiplicity=1 e_above_lowest_kcal_mol=68.1
C 1.75 -1.08 0.80 -0.44
C -1.28 1.26 -0.16 0.28
C -2.44 0.44 0.16 -0.04
H -0.14 1.69 -3.39 0.26
H -4.89 -1.43 -1.24 0.22
H 1.60 0.86 2.59 0.20
H 2.96 1.98 2.89 0.23
O 0.47 -3.06 0.18 -0.49
H -2.08 1.87 -2.05 0.26
H -1.35 -3.45 0.92 0.20
H 0.96 2.04 -2.06 0.26
C 0.35 0.02 -2.16 0.81
S -0.99 3.76 -1.12 0.34
C -4.30 -0.95 -0.47 -0.22
H -0.28 -2.60 2.06 0.17
N 1.39 4.34 0.16 -0.28
C 2.53 -2.69 -0.83 -0.34
C 3.92 -0.83 -0.23 -0.31
N -0.40 1.42 0.77 -0.27
C 1.55 -2.26 0.07 0.36
C -3.21 -0.18 -0.82 -0.18
H -4.16 -0.62 2.89 0.22
O 1.56 -0.28 -2.62 -0.68
H 1.79 -1.21 -2.43 0.52
O -0.39 -0.78 -1.66 -0.61
H -5.51 -1.71 1.13 0.22
H 4.46 -2.31 -1.66 0.22
C 0.40 3.54 -0.10 0.12
C -1.15 1.95 -1.49 -0.39
C 1.72 2.53 1.28 0.28
H -2.20 0.76 2.26 0.23
C -2.80 0.27 1.50 -0.18
C 2.36 1.48 2.12 -0.11
C 0.05 1.49 -2.33 -0.54
H 2.35 -3.60 -1.38 0.23
O 3.30 0.73 1.38 -0.50
H 0.97 -0.74 1.46 0.24
H 4.83 -0.26 -0.31 0.23
C -0.59 -2.67 1.02 -0.26
C 3.70 -1.97 -0.97 -0.19
H -2.93 -0.10 -1.86 0.22
C -4.65 -1.11 0.86 -0.18
C 2.94 -0.38 0.66 0.41
N 2.22 3.70 1.00 -0.25
H -1.02 -1.71 0.70 0.20
N 0.55 2.36 0.59 -0.23
C -3.89 -0.50 1.85 -0.22

---

Record 2
94
Properties=species:S:1:pos:R:3:mulliken_spin:R:1 method="wB97M-V/def2-TZVPD" homo_lumo_gap_ev="4.8 / 4.9" total_charge=-1 e_lumo_ev="2.3 / 2.3" s2=8.77 spin_multiplicity=6 e_above_lowest_kcal_mol=1.4
H -0.89 1.89 1.25 -0.03
C -0.76 5.80 2.30 -0.01
H -3.80 -0.19 -2.55 0.00
N -2.02 -1.28 -0.80 0.05
H -0.36 -4.56 -3.48 0.00
H -0.23 7.15 3.92 0.00
C -1.98 -1.20 3.83 0.00
H 0.91 7.85 -3.54 0.01
H 1.64 1.65 1.03 0.00
C -2.17 -2.29 -1.69 0.02
C -3.44 -2.81 -2.06 0.01
C -3.04 -0.39 -0.56 -0.05
H -1.18 4.30 0.86 0.00
H 2.60 -1.85 0.02 0.01
C -1.07 -2.98 -2.25 -0.01
S 1.74 1.40 -2.34 -0.01
H 3.93 1.39 1.47 -0.01
C -2.66 -5.67 -4.43 0.00
H 4.35 -1.59 4.13 0.00
H 0.11 -0.34 -3.84 0.00
H 1.76 3.76 0.37 -0.01
C 1.12 6.97 -2.95 0.06
C 2.47 -2.42 -2.15 -0.01
C 0.01 0.65 -1.94 0.20
H -2.23 2.35 -2.46 0.00
H -1.81 -5.76 -5.11 0.00
C -4.87 1.74 0.03 0.01
C 1.19 5.84 -0.82 0.06
Cl 0.91 2.55 4.92 0.00
H -5.18 3.81 0.50 0.00
C 1.31 -2.72 -2.83 0.03
H 1.15 -2.97 -3.86 0.00
C -2.97 -0.60 3.09 0.01
H -1.84 3.28 -1.00 0.00
C -0.27 3.40 2.59 0.03
H 5.62 -0.48 3.89 0.00
N 1.88 3.58 -0.62 0.04
N 4.82 -0.96 3.50 0.00
O -0.73 1.62 -1.21 -0.08
H 0.05 -1.80 3.10 0.00
C -0.24 6.13 3.55 0.01
C -4.06 1.19 1.02 -0.01
C 3.97 -0.23 2.70 0.00
C 0.27 5.09 4.32 0.00
N -2.50 -0.44 1.84 0.00
S 2.36 -0.58 2.56 0.01
C -3.59 -3.85 -2.94 0.00
C -3.21 0.14 0.74 0.03
C 0.93 6.97 -1.57 -0.03
C -2.50 -4.50 -3.50 0.00
H -0.73 3.32 -2.39 0.00
N -1.25 -0.91 1.73 0.09
C -0.92 -1.37 2.93 -0.01
H -0.02 1.29 2.78 0.02
H 2.38 0.50 0.04 0.00
N 0.28 -2.63 -1.97 0.01
H -2.01 -1.48 4.87 0.00
C -1.42 2.70 -1.81 0.01
H -5.37 1.60 -2.05 0.00
H 3.46 -2.36 -2.54 0.00
C -0.27 2.09 2.11 0.04
H -4.08 1.61 2.02 0.00
H -1.53 -0.16 -3.22 0.01
H -4.60 -4.19 -3.18 0.00
H -4.32 -2.36 -1.62 0.00
C -3.88 0.17 -1.54 0.01
C 0.25 3.80 3.86 0.00
C 1.64 4.66 -1.43 -0.06
H 1.75 5.79 -4.62 0.00
H -1.17 6.58 1.66 0.00
C -0.77 4.51 1.84 0.01
C -0.56 0.34 -3.30 0.04
H -3.56 -5.57 -5.04 0.00
H -3.97 -0.31 3.34 0.00
C -1.25 -4.05 -3.11 0.00
H -0.68 1.24 -3.92 0.00
H 1.03 5.85 0.25 0.01
C -5.76 2.91 0.32 0.00
H 5.53 0.87 1.92 0.00
C 1.86 4.67 -2.82 0.08
H -6.37 2.73 1.21 0.00
N 4.53 0.82 2.06 0.01
C -4.77 1.19 -1.25 0.00
C 2.11 2.24 -0.90 0.68
H 2.22 3.78 -3.31 0.02
N 0.71 -2.26 -0.75 0.01
H 0.68 5.28 5.31 0.00
C 2.03 -2.14 -0.85 0.02
Fe -0.23 -0.32 -0.06 3.61
C 1.59 5.81 -3.55 -0.03
H -6.43 3.10 -0.52 0.00
H -2.73 -6.62 -3.89 0.00
N 2.37 1.50 0.27 0.11
H 0.58 7.86 -1.07 0.00

---

Record 3
7
Properties=species:S:1:pos:R:3:nbo_charge:R:1 method="wB97M-V/def2-TZVPD" homo_lumo_gap_ev=10.5 e_lumo_ev=-0.1 spin_multiplicity=1 e_above_lowest_kcal_mol=35.4
H 0.88 0.22 0.18 0.22
C -0.03 0.44 3.03 -0.19
H -0.85 -0.15 0.40 0.22
H -0.17 -0.01 -1.25 0.21
Cl -0.49 2.09 -0.23 -0.08
C -0.12 0.35 -0.23 -0.57
S -0.01 1.70 3.88 0.19

---

Record 4
16
Properties=species:S:1:pos:R:3:nbo_charge:R:1 method="wB97M-V/def2-TZVPD" homo_lumo_gap_ev=9.9 e_lumo_ev=0.8 spin_multiplicity=1 e_above_lowest_kcal_mol=38.7
C 1.58 0.92 0.54 -0.69
N -0.03 1.07 -1.59 -0.29
C 0.39 0.05 0.33 0.46
H 2.14 0.61 1.46 0.21
H 0.95 -0.83 2.06 0.40
N 0.20 -0.84 1.39 -0.61
H -1.72 -1.41 -0.02 0.36
H -0.77 -2.28 2.52 0.16
N -0.44 0.12 -0.64 -0.41
C -0.81 1.16 -2.58 -0.06
N -1.81 -2.03 0.78 -0.64
C -0.82 -1.79 1.53 0.26
H 1.18 1.94 0.70 0.25
H -1.69 0.50 -2.76 0.17
H -0.56 1.87 -3.36 0.18
H 2.20 0.96 -0.37 0.26

---

Record 5
18
Properties=species:S:1:pos:R:3:nbo_charge:R:1 method="wB97M-V/def2-TZVPD" homo_lumo_gap_ev=8.1 e_lumo_ev=0.4 spin_multiplicity=1 e_above_lowest_kcal_mol=137.3
C -0.73 0.13 -0.39 -0.10
H -1.04 -1.71 -1.27 0.36
H -0.02 -1.76 -0.01 0.37
H 2.35 -1.47 0.45 0.35
H -0.23 1.34 1.52 0.23
H 2.26 0.90 1.13 0.23
H -2.43 0.79 -1.63 0.22
C -2.13 0.71 -0.57 -0.62
H -2.21 1.66 -0.01 0.21
H -2.92 0.06 -0.17 0.23
N 2.02 -0.66 -0.06 -0.92
H 2.18 2.34 -0.56 -0.01
H -0.06 0.42 -1.22 0.21
H 0.50 -0.49 1.41 0.33
C 1.47 0.17 0.87 -0.02
C 0.08 0.58 0.79 -0.26
N -0.90 -1.34 -0.33 -0.83
H 1.82 2.22 -1.21 0.01

---

Record 6
9
Properties=species:S:1:pos:R:3:nbo_charge:R:1 method="wB97M-V/def2-TZVPD" homo_lumo_gap_ev=9.6 e_lumo_ev=-0.3 smiles="C=CC#CC#N" spin_multiplicity=1 e_above_lowest_kcal_mol=0.0
C 1.59 -0.12 -0.02 -0.14
H -3.01 0.16 0.05 0.21
H -1.73 1.56 -0.05 0.21
C 0.39 -0.25 -0.03 0.12
H -1.33 -1.53 0.02 0.24
C -1.96 0.48 0.01 -0.30
N 4.11 0.16 0.04 -0.25
C -1.02 -0.48 0.02 -0.31
C 2.96 0.01 -0.03 0.22

---

Record 7
70
Properties=species:S:1:pos:R:3:nbo_charge:R:1 method="wB97M-V/def2-TZVPD" homo_lumo_gap_ev="6.3 / 6.3" total_charge=+2 e_lumo_ev="-5.2 / -5.2" s2=2.00 spin_multiplicity=3
N 1.77 -5.69 -1.45 -0.74
H -3.31 -3.82 -0.25 0.22
C -3.17 -1.69 -0.61 -0.26
C 1.07 5.29 -1.70 -0.19
C -0.62 4.13 -3.57 -0.19
H -1.89 -0.95 2.51 0.26
H 0.16 3.43 1.89 0.23
H -3.14 -2.66 3.19 0.24
S 0.42 0.84 2.50 -0.33
C -0.04 5.34 -3.83 -0.21
H 4.73 -2.79 1.39 0.23
N -2.86 -0.77 0.58 -0.38
H -3.79 -1.13 -1.33 0.24
H 0.92 -1.90 3.21 0.22
C 3.97 -2.07 1.67 -0.20
H -4.78 0.27 0.50 0.25
C 2.87 -2.45 2.37 -0.20
H -2.41 -3.70 2.08 0.23
N 2.83 1.23 0.42 -0.58
C 2.28 3.74 0.12 -0.25
H 2.39 2.63 1.98 0.25
N 0.67 -1.14 -1.04 -0.76
C -2.14 -1.57 1.59 -0.27
C -3.94 -2.93 -0.18 -0.22
C 1.81 -1.57 2.61 -0.20
C 4.05 -0.76 1.17 -0.23
S -1.20 1.93 -2.02 -0.35
H 1.36 6.84 -3.19 0.23
H -3.93 0.30 2.08 0.24
H -1.12 3.82 0.58 0.24
N -4.29 -2.85 1.37 -0.35
Tm 0.59 0.81 -0.17 1.77
H 4.60 0.95 -0.74 0.22
H -0.51 -5.67 -2.64 0.44
H -5.24 -1.49 2.77 0.25
H -4.81 -3.70 1.66 0.45
H 2.40 4.73 0.67 0.23
H 3.43 1.88 -1.54 0.23
H 2.78 -3.49 2.68 0.22
H 2.60 -5.59 -0.91 0.43
C 1.78 -0.23 2.10 -0.28
C -5.04 -1.55 1.68 -0.25
H 2.82 3.77 -0.81 0.22
H 3.96 2.96 1.16 0.22
C 2.94 0.09 1.31 0.17
C -0.42 3.45 -2.28 -0.18
H -1.23 3.56 -4.28 0.23
H 1.65 5.85 -0.94 0.21
H 0.10 5.05 0.99 0.21
C -0.07 3.95 0.96 -0.43
C 0.96 -4.61 -1.61 0.68
N -0.21 -4.79 -2.26 -0.78
H -0.17 5.77 -4.79 0.23
H -5.97 -1.59 1.08 0.24
C 0.92 -2.29 -1.17 0.67
H 3.24 0.13 -1.33 0.22
C 0.83 5.89 -2.91 -0.22
H -1.20 -1.91 1.18 0.22
H 1.41 -6.62 -1.68 0.42
N 0.84 3.45 -0.13 -0.53
C 0.49 4.06 -1.40 0.06
H 4.96 -0.38 0.74 0.23
H -2.22 -1.99 -1.07 0.21
C -4.21 -0.35 1.23 -0.27
H -4.86 -3.03 -0.73 0.24
C -2.98 -2.79 2.10 -0.27
C 2.90 2.65 0.96 -0.24
N 1.43 -3.45 -1.13 -0.61
C 3.55 1.07 -0.86 -0.43
H -0.68 -3.91 -2.48 0.42

---

Record 8
145
Properties=species:S:1:pos:R:3:mulliken_charge:R:1 method="wB97M-V/def2-TZVPD" homo_lumo_gap_ev="4.9 / 4.9" total_charge=-1 e_lumo_ev="2.1 / 2.1" spin_multiplicity=1
C 3.94 -1.79 4.51 -0.71
C -3.96 1.76 -4.72 -1.39
C 3.33 -3.21 -2.38 -0.39
C 2.48 4.36 -1.63 -0.93
C -1.59 -3.06 -4.06 -0.41
C -2.74 0.90 3.43 -1.51
B -2.38 -2.34 1.41 -0.57
H 0.96 5.80 -2.08 0.42
H 6.62 0.58 -0.13 0.43
H -3.33 3.77 1.79 0.53
C 4.41 3.31 1.44 -0.66
C 3.97 1.99 1.45 1.09
C 2.11 3.09 3.76 -0.07
C 1.17 4.77 -1.80 -1.22
C 1.71 2.13 -1.16 -0.56
H -0.30 3.54 1.43 -0.26
C -0.64 -3.92 -3.53 -0.17
H -6.11 3.36 -4.92 0.40
H -3.77 -0.49 -2.54 0.12
O -1.30 0.10 -2.93 0.00
C 3.29 3.48 4.38 -0.18
H 1.54 1.10 5.25 0.26
C 4.70 -3.40 -4.33 -0.66
O 1.93 0.78 -0.88 2.14
N -0.85 -2.21 1.41 0.00
C -3.91 -3.00 -0.50 -0.27
C -2.23 0.96 -3.21 -0.57
C -2.37 3.31 2.04 -0.99
H 2.07 5.60 6.71 0.36
H 7.41 2.92 -0.07 0.36
C -1.47 0.39 4.10 -0.38
P 0.56 -3.18 -2.33 1.06
C -1.65 -5.76 -4.70 -0.75
H -4.45 1.72 -5.68 0.31
H 2.53 -5.26 -1.14 0.43
N -2.72 -1.17 -0.83 2.06
H 2.16 -6.99 0.57 0.43
C 2.21 0.29 5.03 -0.44
C 3.56 -3.59 -5.10 -0.76
C 1.28 -2.59 1.79 -0.96
H -1.18 5.07 1.61 0.59
H -3.36 -5.28 -5.90 0.39
N 0.33 -1.73 -1.89 0.70
H -5.13 2.93 2.22 0.29
C -4.21 3.76 -1.59 -0.28
H 5.46 -3.05 -2.36 0.44
C 2.72 0.15 3.75 1.19
C -2.64 1.94 -2.23 0.40
C -4.21 1.33 1.05 -0.13
H 3.71 0.60 -1.95 0.64
H -3.30 -2.88 -5.33 0.49
C -6.00 4.39 -3.07 -0.69
H 2.82 -0.89 -1.56 -0.60
H -1.49 4.01 0.22 -0.14
C 0.89 4.51 5.29 -0.67
C 5.64 3.65 0.90 -0.81
H -2.52 0.26 -5.21 0.49
H -1.06 -0.45 3.55 -0.18
C -1.27 4.03 1.28 -0.50
C 1.12 -1.49 0.96 -0.90
H -5.62 5.30 -1.15 0.44
H -4.39 0.27 0.89 0.16
H -0.05 4.90 5.65 0.44
C -3.65 -1.25 -1.80 -0.65
H 5.96 4.68 0.89 0.44
C 0.13 3.88 -1.66 -0.26
H -0.07 -7.32 1.56 0.37
H -1.95 -5.87 0.85 0.41
C 0.92 3.62 4.23 0.10
H -3.48 0.09 3.40 0.47
H -4.23 1.81 0.07 -0.07
H 2.22 0.17 -2.84 0.15
H 2.16 -0.45 7.04 0.42
Ti -0.80 -0.36 -1.11 0.05
Sb 1.99 1.53 2.21 0.58
H 4.41 0.01 0.77 0.06
N -0.63 1.64 -1.09 0.98
H 3.77 2.69 -1.27 0.31
H -5.46 1.32 2.83 0.35
H 3.78 4.09 1.86 0.47
H -2.21 3.43 3.12 0.70
H 2.20 -3.02 2.15 0.58
C 6.45 2.66 0.35 -0.68
H -6.87 5.01 -3.27 0.36
C 2.56 -0.58 6.04 -0.78
C -5.30 4.55 -1.87 -0.97
H -0.35 -3.83 2.65 0.62
N -1.87 2.20 -1.17 -0.44
C 1.55 -5.37 -0.68 -0.91
C 2.31 -3.59 -4.52 -1.08
H -2.67 -3.40 1.86 -0.26
H -5.24 -2.72 -2.25 0.50
N -0.18 -1.26 0.74 1.78
C -0.76 -4.75 -0.52 0.12
H 4.23 3.07 4.04 0.48
C 3.28 4.38 5.43 -0.92
C -5.58 3.47 -3.99 -0.85
H -2.86 -1.43 2.01 -0.27
H 0.06 -5.95 -3.42 0.45
C -5.32 1.90 1.93 -1.73
H -1.68 -6.81 -4.94 0.40
H 4.02 -1.04 2.52 0.34
C -4.42 -2.40 -1.63 -1.53
H 3.68 -2.34 6.57 0.37
C 4.77 1.03 0.85 -0.32
C 3.59 -0.90 3.51 -0.51
H -3.17 1.72 4.02 0.70
C -0.97 -5.73 0.42 -0.48
C 0.36 2.54 -1.26 -0.07
C -0.68 -5.28 -3.85 -0.32
C -3.78 2.78 -2.50 1.33
C 3.42 -1.64 5.79 -0.65
C 0.00 -3.01 2.05 -1.06
H 4.61 -2.61 4.30 0.40
H -1.68 0.06 5.12 0.58
C -4.45 2.66 -3.74 0.62
C 2.18 -3.43 -3.14 0.61
H 1.87 -0.88 0.51 0.10
H 3.30 5.06 -1.74 0.43
H -0.88 4.19 -1.86 0.40
C 4.58 -3.21 -2.96 -0.84
C -2.59 -4.90 -5.24 -0.60
H 3.21 -3.06 -1.31 0.29
H 4.20 4.68 5.90 0.40
C 1.34 -6.35 0.26 -0.66
H -0.71 1.17 4.14 -0.18
H -3.65 3.90 -0.69 0.24
H 5.68 -3.39 -4.79 0.39
H -1.53 -2.01 -3.79 0.14
C 2.08 4.90 5.89 -0.65
N -2.90 -2.24 -0.04 -0.14
C 6.01 1.35 0.32 -0.80
C 0.09 -6.54 0.82 -0.80
H -4.20 -3.89 0.01 0.51
H -1.57 -4.13 -0.87 -0.05
C -2.56 -3.55 -4.92 -0.21
H -0.01 3.33 3.76 -0.02
H 1.43 -3.74 -5.12 0.45
H -6.27 1.90 1.38 0.47
C 2.72 0.14 -1.87 -0.75
C 0.50 -4.55 -1.08 0.83
H 3.66 -3.74 -6.17 0.42
C 2.74 3.03 -1.34 -0.49
C -2.88 0.96 -4.47 -0.46
P -2.44 1.46 1.66 1.91

---

Record 9
4
Properties=species:S:1:pos:R:3:nbo_charge:R:1 method="wB97M-V/def2-TZVPD" homo_lumo_gap_ev=10.8 e_lumo_ev=0.1 smiles="O=NO" spin_multiplicity=1 e_above_lowest_kcal_mol=1.9
N -0.51 0.36 -0.05 0.34
O 0.70 -0.38 -0.04 -0.55
O -1.46 -0.34 -0.02 -0.26
H 1.27 0.35 0.11 0.47

---

Record 10
15
Properties=species:S:1:pos:R:3:nbo_charge:R:1 method="wB97M-V/def2-TZVPD" homo_lumo_gap_ev=9.9 e_lumo_ev=1.1 smiles=NC[C@H]1CCO1 spin_multiplicity=1 e_above_lowest_kcal_mol=66.0
C -0.33 0.13 0.33 0.10
C 1.01 0.13 1.16 -0.48
C 1.47 1.10 0.03 -0.06
C -0.92 -1.11 -0.34 -0.24
H 1.09 0.69 2.14 0.21
H -1.53 -1.71 0.31 0.20
H -1.13 0.64 0.90 0.16
H 1.54 -0.83 1.44 0.21
H -0.14 -1.84 -0.55 0.18
N -1.66 -0.62 -1.44 -0.84
O 0.20 1.07 -0.66 -0.55
H 2.33 0.74 -0.53 0.17
H -2.48 -0.30 -1.00 0.37
H -1.20 -0.20 -2.19 0.39
H 1.74 2.13 0.40 0.17

---

Please write out number 1 again, unchanged.
47
Properties=species:S:1:pos:R:3:nbo_charge:R:1 method="wB97M-V/def2-TZVPD" homo_lumo_gap_ev=8.0 e_lumo_ev=-0.3 smiles="COc1cccc(OCc2nnc3n2N=C(c2ccccc2)[C@H](CC(=O)O)S3)c1" spin_multiplicity=1 e_above_lowest_kcal_mol=68.1
C 1.75 -1.08 0.80 -0.44
C -1.28 1.26 -0.16 0.28
C -2.44 0.44 0.16 -0.04
H -0.14 1.69 -3.39 0.26
H -4.89 -1.43 -1.24 0.22
H 1.60 0.86 2.59 0.20
H 2.96 1.98 2.89 0.23
O 0.47 -3.06 0.18 -0.49
H -2.08 1.87 -2.05 0.26
H -1.35 -3.45 0.92 0.20
H 0.96 2.04 -2.06 0.26
C 0.35 0.02 -2.16 0.81
S -0.99 3.76 -1.12 0.34
C -4.30 -0.95 -0.47 -0.22
H -0.28 -2.60 2.06 0.17
N 1.39 4.34 0.16 -0.28
C 2.53 -2.69 -0.83 -0.34
C 3.92 -0.83 -0.23 -0.31
N -0.40 1.42 0.77 -0.27
C 1.55 -2.26 0.07 0.36
C -3.21 -0.18 -0.82 -0.18
H -4.16 -0.62 2.89 0.22
O 1.56 -0.28 -2.62 -0.68
H 1.79 -1.21 -2.43 0.52
O -0.39 -0.78 -1.66 -0.61
H -5.51 -1.71 1.13 0.22
H 4.46 -2.31 -1.66 0.22
C 0.40 3.54 -0.10 0.12
C -1.15 1.95 -1.49 -0.39
C 1.72 2.53 1.28 0.28
H -2.20 0.76 2.26 0.23
C -2.80 0.27 1.50 -0.18
C 2.36 1.48 2.12 -0.11
C 0.05 1.49 -2.33 -0.54
H 2.35 -3.60 -1.38 0.23
O 3.30 0.73 1.38 -0.50
H 0.97 -0.74 1.46 0.24
H 4.83 -0.26 -0.31 0.23
C -0.59 -2.67 1.02 -0.26
C 3.70 -1.97 -0.97 -0.19
H -2.93 -0.10 -1.86 0.22
C -4.65 -1.11 0.86 -0.18
C 2.94 -0.38 0.66 0.41
N 2.22 3.70 1.00 -0.25
H -1.02 -1.71 0.70 0.20
N 0.55 2.36 0.59 -0.23
C -3.89 -0.50 1.85 -0.22